Entry 1:
19
Properties=species:S:1:pos:R:3:lowdin_charge:R:1 method="wB97M-V/def2-TZVPD" gap_ev=9.232 smiles="C=Cc1ccccc1N=C" fmax_ev_per_a=4.37 e_above_lowest_ev=2.3811 e_lumo_ev=0.80
C 1.301 1.248 -1.717 -0.09
C 2.204 0.387 -1.122 -0.12
C -0.089 1.131 -1.384 -0.04
C 1.774 -0.447 -0.157 -0.09
C -0.523 0.298 -0.307 -0.11
C 0.516 -0.473 0.404 -0.23
C -2.769 -0.933 0.062 -0.02
C 0.458 -0.607 2.683 -0.01
C -2.041 0.120 -0.264 -0.16
N 0.466 -1.210 1.596 0.05
H 1.449 1.785 -2.675 0.11
H 3.336 0.293 -1.525 0.15
H -0.709 1.854 -1.785 0.07
H 2.375 -1.135 0.436 0.12
H -3.786 -0.882 -0.347 0.06
H -2.226 -1.878 0.363 0.08
H 0.544 -0.983 3.649 0.06
H 0.332 0.437 2.753 0.07
H -2.613 0.996 -0.663 0.11

---

Entry 2:
14
Properties=species:S:1:pos:R:3:lowdin_charge:R:1 method="wB97M-V/def2-TZVPD" gap_ev=9.105 smiles=CO[C@H]1C[C@H]1O fmax_ev_per_a=2.18 e_above_lowest_ev=4.4625 e_lumo_ev=0.92
C -1.135 -1.369 -0.747 -0.09
O -0.338 -0.245 -1.022 -0.15
C -0.368 0.697 -0.027 -0.30
C 0.370 0.509 1.231 -0.09
C 1.208 1.287 0.278 -0.24
O 2.202 0.616 -0.402 -0.01
H -2.192 -1.092 -0.644 0.09
H -0.806 -1.857 0.179 0.09
H -1.011 -2.048 -1.591 0.09
H -1.241 1.370 -0.028 0.16
H 0.703 -0.516 1.387 0.12
H 0.010 0.983 2.135 0.11
H 0.621 1.992 -0.328 0.13
H 1.977 -0.327 -0.424 0.09

---

Entry 3:
12
Properties=species:S:1:pos:R:3:lowdin_charge:R:1 method="wB97M-V/def2-TZVPD" gap_ev="6.703 / 6.700" fmax_ev_per_a=4.34 e_above_lowest_ev=2.7573 total_charge=+1 e_lumo_ev="-5.79 / -5.79"
C 0.562 -1.737 0.386 0.10
C -0.353 -0.426 -1.339 -0.11
C 0.836 0.541 1.283 -0.68
C -0.870 0.714 -0.532 -0.09
N 0.015 -1.422 -0.591 0.01
N 0.289 1.169 0.352 0.02
S 1.476 0.274 2.685 0.93
H 0.444 -2.450 1.169 0.10
H -0.143 -0.594 -2.506 0.19
H -1.238 1.508 -1.091 0.11
H -1.649 0.253 0.149 0.16
H 0.631 2.169 0.034 0.25

---

Entry 4:
109
Properties=species:S:1:pos:R:3:lowdin_charge:R:1 method="wB97M-V/def2-TZVPD" gap_ev=5.951 fmax_ev_per_a=0.79 e_above_lowest_ev=2.4470 total_charge=+3 e_lumo_ev=-10.46
Ti 0.412 0.302 -0.173 0.95
C 3.366 -4.452 -5.295 -0.02
C 3.423 -3.347 -4.291 -0.23
C 2.287 -2.930 -3.601 -0.01
C 2.350 -1.902 -2.669 -0.10
C 3.552 -1.277 -2.432 -0.29
C 4.710 -1.663 -3.111 -0.02
C 4.630 -2.694 -4.026 0.01
S 3.825 0.055 -1.351 0.70
O 4.150 1.187 -2.154 -0.22
O 4.620 -0.273 -0.220 -0.23
N 2.248 0.432 -0.583 -0.15
C 2.195 1.827 -0.240 -0.39
C 3.248 2.685 0.053 0.04
C 2.920 4.021 0.213 0.05
C 1.597 4.459 0.094 0.02
C 0.603 3.530 -0.080 -0.10
N 0.913 2.220 -0.183 -0.02
H 2.364 -4.865 -5.378 0.08
H 4.048 -5.257 -5.022 0.10
H 3.669 -4.086 -6.277 0.10
H 1.340 -3.413 -3.803 0.11
H 1.463 -1.585 -2.153 0.01
H 5.660 -1.173 -2.942 0.14
H 5.528 -2.993 -4.552 0.14
H 4.265 2.340 0.113 0.13
H 3.706 4.738 0.412 0.15
H 1.354 5.510 0.162 0.14
H -0.447 3.779 -0.139 0.12
C 0.734 2.863 -3.359 -0.02
C -0.310 1.792 -3.664 -0.35
C -1.436 2.371 -4.531 -0.02
C -0.911 1.151 -2.435 -0.16
C -1.768 1.819 -1.568 0.03
C -2.365 1.227 -0.438 -0.07
C -3.574 1.997 0.122 -0.32
C -4.412 1.413 1.258 -0.03
C -3.407 3.512 0.295 -0.03
C -1.999 -0.124 -0.106 -0.15
C -1.483 -0.897 -1.203 -0.23
C -0.786 -0.239 -2.228 -0.04
C -1.890 -2.346 -1.395 -0.36
C -3.275 -2.258 -2.075 -0.01
C -1.014 -3.209 -2.299 -0.07
C -2.331 -0.829 1.204 -0.20
C -3.509 -1.567 1.287 -0.05
C -3.868 -2.256 2.437 -0.02
C -3.040 -2.224 3.544 -0.03
C -1.855 -1.511 3.481 -0.09
C -1.475 -0.815 2.332 -0.31
P 0.101 0.113 2.426 1.17
C -0.298 1.710 3.307 -0.63
C -1.208 2.533 2.406 -0.10
C -1.125 1.445 4.586 -0.05
C 0.964 2.540 3.573 -0.05
C 1.481 -0.770 3.425 -0.61
C 2.823 -0.254 2.882 -0.08
C 1.414 -0.436 4.931 -0.07
C 1.493 -2.305 3.359 -0.10
H 1.103 3.272 -4.298 0.11
H 1.599 2.472 -2.818 0.07
H 0.298 3.693 -2.801 0.09
H 0.177 0.988 -4.225 0.15
H -1.869 3.262 -4.075 0.09
H -2.234 1.652 -4.712 0.10
H -1.028 2.669 -5.495 0.10
H -2.039 2.837 -1.811 0.13
H -4.206 1.886 -0.778 0.17
H -3.867 1.240 2.184 0.08
H -4.894 0.485 0.974 0.08
H -5.203 2.128 1.479 0.10
H -2.908 3.772 1.224 0.07
H -4.401 3.953 0.338 0.11
H -2.895 4.006 -0.529 0.07
H -0.303 -0.832 -2.996 0.13
H -2.008 -2.816 -0.420 0.07
H -3.175 -1.852 -3.082 0.10
H -3.990 -1.639 -1.540 0.08
H -3.693 -3.259 -2.165 0.11
H -1.153 -2.953 -3.351 0.10
H -1.323 -4.249 -2.196 0.11
H 0.047 -3.151 -2.079 0.01
H -4.183 -1.590 0.445 0.11
H -4.798 -2.806 2.464 0.13
H -3.308 -2.749 4.449 0.13
H -1.217 -1.494 4.355 0.10
H -1.941 1.917 1.896 0.04
H -0.651 3.118 1.683 0.05
H -1.763 3.242 3.021 0.12
H -2.126 1.101 4.324 0.09
H -1.234 2.406 5.091 0.11
H -0.700 0.751 5.298 0.06
H 1.568 2.654 2.668 0.07
H 1.608 2.157 4.358 0.07
H 0.644 3.538 3.877 0.11
H 3.002 0.791 3.129 0.08
H 2.929 -0.399 1.805 0.04
H 3.611 -0.842 3.354 0.11
H 1.432 0.620 5.165 0.06
H 2.316 -0.868 5.366 0.11
H 0.571 -0.902 5.439 0.09
H 2.016 -2.663 2.483 0.04
H 0.508 -2.764 3.423 0.06
H 2.067 -2.649 4.219 0.11
Cl 0.874 -2.316 0.245 0.67
C 0.428 -4.130 0.565 -0.75
Cl -1.050 -4.331 1.411 0.74
H 1.286 -4.438 1.153 0.05
H 0.411 -4.535 -0.440 0.04

---

Entry 5:
15
Properties=species:S:1:pos:R:3:lowdin_charge:R:1 method="wB97M-V/def2-TZVPD" gap_ev=7.190 fmax_ev_per_a=4.05 e_above_lowest_ev=3.5997 e_lumo_ev=0.69
C 0.358 2.359 0.243 -0.45
C 1.169 0.007 0.258 -0.66
C 1.607 -1.364 0.057 -0.11
N -0.652 1.438 0.558 -0.10
N -0.155 0.244 0.454 -0.09
S 2.048 1.468 0.066 0.90
S -4.002 -0.197 -0.339 0.54
H 0.186 2.878 -0.817 0.09
H 0.243 3.195 0.852 0.03
H 2.314 -1.580 -0.783 0.09
H 0.741 -2.058 -0.050 0.09
H 2.200 -1.823 0.784 0.05
H -4.199 1.041 -0.673 -0.23
H -0.693 -0.621 0.597 0.15
H -4.408 -0.049 0.820 -0.30

---

Entry 6:
78
Properties=species:S:1:pos:R:3:lowdin_charge:R:1 method="wB97M-V/def2-TZVPD" multiplicity=4 gap_ev="5.885 / 8.386" fmax_ev_per_a=3.71 e_above_lowest_ev=6.5256 total_charge=-1 e_lumo_ev="2.29 / 2.28"
C 4.856 -0.882 -1.770 -0.06
C 4.259 -0.480 -0.470 -0.25
H 5.931 -0.671 -1.783 0.07
H 4.461 -0.483 -2.723 0.03
H 4.748 -1.995 -1.828 0.10
C 4.822 0.298 0.445 -0.12
C 6.196 0.677 0.313 -0.11
H 4.210 0.546 1.262 0.08
H 6.207 1.405 -0.464 0.08
H 6.905 -0.094 0.114 0.07
H 6.548 1.136 1.205 0.06
V -2.792 -0.213 -2.167 -0.41
Cl -2.460 -2.353 -2.319 -0.07
Cl -3.437 1.399 -3.352 -0.07
H -7.385 0.344 -0.207 0.09
H -7.443 -1.798 -2.117 0.08
C -6.420 0.530 -0.716 -0.10
C -6.489 -1.315 -2.362 -0.08
N -5.861 -0.704 -1.193 -0.23
H -5.707 0.985 -0.008 0.05
C -5.291 -1.531 -0.203 -0.39
O -5.311 -1.429 1.007 0.01
H -5.846 -2.059 -2.841 0.08
H -4.954 -2.427 -0.773 0.10
H -6.579 1.186 -1.586 0.08
H -6.730 -0.542 -3.097 0.08
H 1.943 3.045 -1.249 0.07
H 3.507 3.121 1.124 0.08
C 1.371 3.694 -0.564 -0.06
C 2.655 3.644 1.541 -0.07
N 1.486 3.286 0.808 -0.21
H 0.325 3.682 -0.912 0.10
C 0.347 2.870 1.425 -0.33
O -0.688 2.513 0.839 -0.05
H 2.557 3.345 2.580 0.09
H 0.356 2.661 2.501 0.13
H 1.767 4.715 -0.708 0.09
H 2.859 4.702 1.472 0.08
O 2.179 0.165 -1.435 -0.29
C 2.760 -0.845 -0.478 -0.20
C 1.906 0.144 1.771 -0.08
C 2.013 -0.979 0.978 -0.10
H 1.905 1.128 1.296 0.09
C 1.730 0.122 3.147 -0.10
H 2.681 -1.916 -0.931 0.15
C 1.576 -2.182 1.595 -0.03
H 1.791 1.051 3.709 0.10
C 1.426 -1.063 3.739 -0.13
C 1.323 -2.207 2.978 -0.11
H 1.358 -3.098 1.014 0.12
H 1.303 -1.115 4.813 0.10
H 1.041 -3.129 3.466 0.10
Si 1.195 0.447 -3.115 0.79
Cl -2.959 0.717 -0.256 0.06
C 0.829 2.273 -3.759 -0.17
C -0.231 -0.422 -4.114 -0.25
C 2.648 -0.607 -4.037 -0.21
H 1.184 3.139 -3.179 -0.01
H -0.271 2.360 -3.702 0.02
H 1.090 2.482 -4.814 0.04
H 3.679 -0.131 -4.072 0.01
H 2.307 -0.887 -5.088 0.03
H 2.783 -1.571 -3.440 0.03
H -0.254 -1.504 -3.950 0.00
H -0.128 -0.352 -5.198 0.04
H -1.247 -0.032 -3.865 -0.08
N -4.223 -2.758 6.806 0.13
C -3.688 -2.514 5.789 -0.15
C -2.952 -2.172 4.548 -0.23
C -2.523 -0.874 4.296 -0.02
C -1.881 -0.503 3.084 -0.12
N -1.518 -1.354 2.123 0.11
C -1.992 -2.575 2.369 -0.13
C -2.607 -3.064 3.543 -0.02
H -2.759 -0.131 5.045 0.11
H -1.636 0.539 2.918 0.10
H -1.923 -3.276 1.558 0.11
H -2.841 -4.111 3.624 0.11